No. 1
Entry from OMol25: a structure of composition C13H25IP2Pb in a non-equilibrium geometry (ωB97M-V/def2-TZVPD).

```
42
Properties=species:S:1:pos:R:3:forces:R:3:lowdin_charge:R:1
C 3.0843 0.9627 -0.5774 0.105 0.196 0.090 -0.33
C -0.5431 4.0216 1.9316 0.220 -0.003 -0.026 -0.09
H 3.1309 -1.1513 1.4295 -0.094 0.185 0.157 0.04
H -1.8275 2.6149 2.9388 0.230 0.018 -0.158 0.10
H -2.4186 0.5199 3.9247 0.246 -0.016 0.226 0.03
C 1.0251 -2.5058 -1.5861 0.302 -0.462 0.253 -0.57
C -1.3215 -0.7467 -5.1013 0.155 1.764 -1.060 -0.48
H -2.2295 -5.1237 -3.1844 0.191 0.160 0.145 -0.03
H -0.3055 -0.3579 -5.2427 -0.396 -0.122 -0.044 -0.08
H 3.6130 1.6059 0.1389 0.104 -0.106 -0.285 0.04
H 1.6245 -0.9145 2.3744 0.456 0.219 -0.317 -0.02
H 0.8890 5.1943 0.8092 -0.125 -0.253 0.099 0.10
H 2.0540 3.2281 -0.1285 -0.244 0.014 0.204 0.09
H -0.0521 -2.7172 -1.6184 0.559 0.119 0.026 -0.08
H -0.7452 -4.8675 -2.1810 -0.032 -0.138 -0.187 -0.03
H -1.0604 4.8892 2.3408 0.133 -0.177 -0.134 0.10
H -0.7117 0.7829 4.4495 -0.198 -0.197 -0.081 0.04
C 0.5531 4.1922 1.0799 -0.250 -0.119 -0.010 -0.08
H 3.7365 0.1408 -0.9001 -0.150 0.223 0.062 0.03
C 1.2121 3.0808 0.5479 -0.116 0.049 0.280 -0.10
H -3.2142 0.2939 1.8803 -0.012 -0.031 -0.296 0.03
H -2.6644 -1.2552 1.1551 -0.158 0.306 -0.045 0.03
H -1.3795 -0.8731 4.3750 -0.143 0.352 0.045 0.03
I 1.6250 -1.4064 -3.3468 0.026 -0.141 0.806 0.79
C 2.3767 -0.4155 1.7440 0.220 -0.022 0.107 -0.32
C -0.9683 2.7368 2.2771 0.284 0.205 -0.260 -0.10
P 1.5912 0.2661 0.2194 -0.252 0.285 0.257 0.85
H -1.7431 -1.0896 -6.0535 0.014 0.206 0.187 -0.04
H -2.3376 0.2848 0.3047 -0.068 -0.162 0.185 0.04
P -0.8240 -0.1015 2.1752 0.039 0.217 -0.224 0.88
C -2.4306 -0.1908 1.2877 -0.044 -0.156 0.047 -0.29
C -1.3968 0.1206 3.9057 -0.066 -0.234 0.153 -0.30
H 2.8564 0.4014 2.2997 0.010 -0.304 -0.017 0.05
Pb -1.4292 -2.5612 -3.7971 -0.850 -0.296 -0.430 0.97
H 1.6262 -3.4083 -1.6789 -0.305 -0.090 0.152 0.00
C -0.3002 1.6215 1.7698 0.164 0.096 -0.157 -0.40
H -1.9571 0.0061 -4.6112 0.197 -0.206 -0.311 -0.03
C -1.6933 -4.4403 -2.5148 0.013 -1.284 1.252 -0.40
H 2.7872 1.5447 -1.4582 0.171 -0.152 0.143 0.03
H 1.2541 -1.9686 -0.6555 -0.016 0.005 -0.730 -0.08
H -2.2974 -4.2044 -1.6293 0.051 0.049 -0.271 -0.03
C 0.8116 1.7904 0.9060 -0.373 0.001 0.163 -0.39
```
Positions in Å, forces in eV/Å.

LUMO level (alpha / beta)	-0.05 / -0.14	eV
HOMO (alpha / beta)	-5.507 / -5.662	eV

---

No. 2
Entry from OMol25: a cluster of 3 separate species, C13H25N2O3 in total in a non-equilibrium geometry (ωB97M-V/def2-TZVPD).

```
43
Properties=species:S:1:pos:R:3:forces:R:3:lowdin_charge:R:1
H 2.1159 0.9761 -1.6446 -2.081 -1.697 0.207 0.13
H -0.0229 1.5083 -0.1156 -0.435 -1.984 -1.661 0.15
C 6.0395 1.6908 0.5773 -1.246 -0.185 0.439 -0.49
H -2.5260 -2.7975 1.9928 -1.252 0.857 -1.330 0.19
H 3.6196 -0.0207 -0.2712 -0.878 -2.085 1.148 0.06
H -6.4464 -1.4622 1.8005 0.184 0.114 0.107 0.10
C -6.6794 0.1033 0.3604 -0.468 0.107 -1.706 -0.49
H -5.5242 -1.6911 0.2980 -0.157 0.168 0.134 0.07
H 3.7237 -1.9474 0.1245 -1.336 2.215 0.051 0.09
C -0.1525 0.8057 -1.0564 0.787 1.406 -1.734 -0.16
H 7.0196 3.4466 -0.1546 0.125 -0.145 -0.143 0.09
C -7.2237 1.2147 1.2174 -0.231 0.199 -0.379 -0.02
C 7.1821 0.9692 1.2405 -0.339 -0.245 0.328 -0.02
H 0.9305 -1.7383 -0.2192 1.211 1.126 -1.445 0.09
H 7.7135 0.3598 0.5053 0.144 0.188 0.045 0.09
H -7.8027 1.9038 0.5933 0.149 -0.191 0.131 0.09
C -1.6837 -0.6162 0.5132 -0.685 -1.837 -5.364 0.12
C 6.3757 2.6490 -0.5339 -0.491 0.107 -0.083 -0.02
N -1.1770 -0.2934 -0.8827 -2.394 -2.082 2.332 -0.12
O -3.2299 -2.2959 1.4506 0.760 -1.389 0.875 0.01
O -6.9039 0.0602 -0.8481 0.432 -0.026 1.598 0.06
C 1.2442 0.1636 -1.6265 0.038 -0.479 -0.511 -0.18
H 6.7902 0.3113 2.0235 0.072 0.164 -0.182 0.09
C -2.7191 -2.1428 -1.1107 2.455 2.353 -0.684 0.10
H -0.5663 1.5175 -1.9209 0.782 -1.528 1.991 0.15
C 1.7420 -1.2033 -0.8709 1.099 -0.620 -0.138 -0.26
H 6.8712 2.1145 -1.3482 0.178 0.133 0.108 0.09
H -7.8817 0.8026 1.9865 0.189 0.078 0.111 0.09
C -1.7367 -1.1650 -1.9988 -2.394 -1.510 7.026 0.10
H 7.8619 1.6918 1.6988 0.108 -0.091 -0.193 0.09
H 2.0566 -1.9707 -1.7219 -0.744 1.637 1.818 0.12
H -1.4932 -1.1257 -3.1432 -0.519 0.052 2.709 0.15
H 1.0411 -0.1297 -2.7620 0.367 0.751 2.391 0.11
H -1.3174 -0.0323 1.4609 -1.034 -1.495 -2.038 0.18
H -4.9648 -0.4977 1.4909 -0.208 -0.022 0.205 0.07
O 4.8760 1.5045 0.9298 1.296 0.256 -0.419 0.02
H -3.3677 -3.0291 -1.5166 1.342 2.023 1.177 0.15
N -2.6441 -1.7760 0.3573 4.871 4.317 -4.248 -0.16
C -5.8496 -0.9534 1.0393 0.055 -0.217 -0.401 -0.04
C 3.0565 -0.9710 0.1246 -1.259 -0.069 -0.425 -0.12
H -6.4003 1.7670 1.6769 -0.099 -0.106 0.185 0.09
H 2.6006 -0.7977 1.2022 1.403 -0.153 -2.137 0.09
H 5.4530 3.0966 -0.9186 0.202 -0.094 0.106 0.08
```
Positions in Å, forces in eV/Å.

LUMO level	-4.13	eV
HOMO	-11.728	eV
charge	+1

---

No. 3
Entry from OMol25: a structure of composition C13H26AlBeBrKNO14S in a non-equilibrium geometry (ωB97M-V/def2-TZVPD).

```
59
Properties=species:S:1:pos:R:3:forces:R:3:lowdin_charge:R:1
H -2.6781 -0.6762 2.8277 -0.003 0.275 -0.115 -0.01
C 4.1764 -0.1500 -1.6516 0.924 0.536 1.254 -0.73
O 2.7920 -0.5647 1.7061 0.470 0.381 0.331 0.18
H -6.9142 0.2864 -2.2458 -0.038 0.071 -0.105 0.09
K -1.7120 -3.2136 -0.0050 -0.595 -3.943 -6.494 0.64
C -2.2091 -1.5281 3.3050 0.400 -0.387 0.437 -0.33
C 0.4222 1.6578 1.4303 -1.501 0.051 0.245 -0.38
C 0.7633 -2.9367 0.9926 -0.953 -0.556 1.207 -0.07
O 5.8136 1.9938 2.0794 -0.156 -0.202 -0.044 0.35
C 1.7522 -0.0087 1.8684 -0.447 -0.929 0.724 -0.39
H -1.4881 0.4039 1.4547 -0.287 0.261 -0.249 0.13
H 0.5851 -2.3185 3.0406 0.248 0.053 0.229 0.15
O 5.6826 5.5992 -3.4440 -0.076 -0.117 0.261 -0.13
H -3.0344 -2.1360 3.6608 -0.231 -0.127 0.018 0.08
S 4.3888 5.2300 -3.9795 1.432 0.302 -1.648 0.29
O 3.3574 5.2023 -2.8027 -0.544 0.325 0.682 -0.73
H -1.9850 -2.4604 1.2945 0.165 3.328 7.040 -0.14
H 0.2888 -2.8016 -0.0030 1.685 0.426 0.622 0.02
H 4.1020 1.1665 -0.4870 0.689 0.533 0.501 0.08
H 1.8328 -2.8182 0.9580 0.240 0.299 -0.264 0.08
H -3.9860 1.1740 -4.5769 -0.091 0.111 -0.039 0.09
H 5.1411 1.2862 1.9274 0.058 -0.066 -0.150 0.18
O 3.1274 0.4085 -2.0524 0.004 -0.521 -0.465 0.18
H -3.4019 -0.5899 -2.9306 0.065 0.009 -0.098 0.13
O 0.1863 2.6896 0.8963 0.563 -0.280 0.516 0.20
O 4.6875 -1.1487 -2.1358 -0.341 -0.193 -0.501 0.23
O -0.5707 -5.9313 1.1215 -1.502 0.182 -2.764 -0.51
H -1.4531 -3.4329 2.7046 0.188 0.601 -0.529 0.15
H -6.9471 -0.3765 -3.8997 -0.039 0.117 0.028 0.09
C -0.4227 0.4279 1.5611 -0.163 0.336 -0.247 0.12
H 6.6093 1.8499 1.5237 -0.052 -0.006 -0.147 0.21
H -2.0253 -1.0329 5.3999 -0.034 -0.109 0.410 0.08
C -5.3141 -1.0721 -2.6935 -0.102 -0.097 -0.027 -0.56
C -4.4557 1.1303 -3.5944 0.402 -0.218 0.050 -0.06
H 3.7809 3.6017 0.5038 -0.142 0.171 -0.059 0.05
H -0.0951 -6.6008 0.6049 0.487 -0.027 0.632 -0.15
Al -1.7698 -6.4171 -1.2387 0.656 -0.109 1.624 0.98
H -3.9480 1.8342 -2.9340 -0.091 0.110 -0.049 0.08
C -1.4343 -2.3880 2.2967 0.073 0.093 0.523 -0.27
H -7.4058 -1.3879 -2.5260 0.050 -0.063 0.016 0.09
O 3.9450 6.1949 -4.9584 -0.213 -0.016 0.094 -0.13
C 0.0996 -2.0170 2.1231 -0.855 -1.303 -1.727 -0.25
Br 3.1550 6.9244 -2.1281 -0.230 -0.247 0.201 0.93
O 4.1316 3.3958 -0.3692 0.084 -0.363 0.489 -0.04
H -0.5003 -1.6219 4.6815 0.026 -0.367 0.349 0.07
H -1.0815 -0.0315 4.3362 0.151 0.296 0.138 0.07
C -6.7357 -0.6005 -2.8543 0.008 -0.090 0.031 0.00
O -5.0527 -2.1882 -2.2529 0.362 0.026 0.174 -0.03
H 3.7247 4.0481 -0.9470 -0.043 0.011 -0.282 0.01
Be -4.4874 -1.3876 1.4613 -0.366 -0.016 -0.371 0.53
H 6.0429 2.0782 3.0259 0.043 -0.019 0.052 0.20
O 4.7728 0.4476 -0.5634 -1.204 0.134 -0.722 0.08
H -5.4953 1.4197 -3.6867 -0.035 -0.045 0.017 0.08
N -4.3273 -0.2170 -3.0568 -0.271 0.042 0.115 0.01
C 0.3648 -0.5898 1.8545 0.466 -0.041 0.055 -0.10
H 0.5652 -3.9960 1.3062 0.111 0.651 -0.419 0.07
O 1.6136 1.3345 2.0995 1.086 0.756 -1.265 0.13
O 4.4282 3.9038 -4.5516 -0.407 -0.381 0.512 -0.08
C -1.4022 -1.0489 4.5227 -0.124 0.350 -0.796 -0.06
```
Positions in Å, forces in eV/Å.

LUMO level	-11.37	eV
HOMO	-12.755	eV
charge	+2

---

Computed M, in the same sequence as the records: 577.395; 257.354; 607.407 Da.